1.
The following is a DFT calculation (ωB97M-V/def2-TZVPD) of the molecule C20H27N5O3S.

Last column: Löwdin charge in e.
Element x y z (Å)
C  3.23041  3.02060  1.73769  -0.045
C  2.91551  1.61314  2.13283  -0.280
C  1.75718  1.33254  2.84956  -0.050
C  1.39913  0.03084  3.13030  -0.036
C  2.19527  -1.02778  2.70004  -0.229
N  1.67774  -2.32876  2.84715  0.128
C  2.11733  -3.45079  2.21724  -0.450
O  3.27146  -3.68300  1.92582  0.073
C  0.97449  -4.33648  1.69783  -0.062
N  0.85027  -3.91282  0.30363  -0.109
C  1.74517  -4.57635  -0.61650  -0.055
C  0.51209  -2.60212  0.10582  -0.286
C  1.01880  -1.82156  -0.95285  0.023
C  0.72297  -0.47744  -0.97806  -0.032
C  -0.11929  0.05021  -0.00871  -0.261
S  -0.47959  1.79192  0.04197  0.654
O  0.64759  2.51554  -0.47059  -0.277
O  -0.97887  2.12019  1.34405  -0.280
N  -1.73527  2.02253  -1.02834  -0.236
C  -1.42680  1.82897  -2.42369  -0.190
C  -2.54981  2.43209  -3.26250  -0.181
N  -3.80856  1.79555  -2.91567  -0.230
C  -4.88986  2.25190  -3.76209  -0.101
C  -4.10112  2.01005  -1.50895  -0.181
C  -2.98698  1.40885  -0.65721  -0.188
C  -0.65158  -0.80581  0.93504  -0.127
N  -0.33742  -2.08238  1.00638  0.132
C  3.38575  -0.75763  2.03946  -0.009
C  3.72986  0.55295  1.75922  -0.033
H  4.25860  3.11525  1.39719  0.076
H  3.06371  3.70461  2.56710  0.081
H  2.56236  3.30781  0.92460  0.064
H  1.10943  2.13884  3.15603  0.114
H  0.48148  -0.17228  3.66367  0.117
H  0.70027  -2.32497  3.10950  0.127
H  1.24180  -5.39175  1.72302  0.127
H  0.03136  -4.16542  2.21463  0.114
H  1.69257  -5.64822  -0.43095  0.094
H  1.42451  -4.39256  -1.63985  0.088
H  2.78333  -4.25261  -0.48801  0.095
H  1.68275  -2.24103  -1.68854  0.103
H  1.16220  0.18116  -1.71101  0.121
H  -0.47856  2.32948  -2.61942  0.119
H  -1.33781  0.75696  -2.66129  0.127
H  -2.34955  2.25421  -4.32143  0.124
H  -2.58420  3.52097  -3.08512  0.132
H  -5.07830  3.33242  -3.66834  0.089
H  -4.64596  2.02987  -4.79976  0.084
H  -5.79921  1.71556  -3.49581  0.084
H  -5.04687  1.51825  -1.27102  0.125
H  -4.19024  3.08489  -1.27415  0.132
H  -3.14780  1.61479  0.40080  0.119
H  -2.95375  0.31992  -0.82017  0.130
H  -1.33593  -0.43077  1.68279  0.122
H  4.02152  -1.56920  1.72525  0.101
H  4.64640  0.74887  1.22140  0.111

Atomic forces in eV per Å
-0.084 0.026 -0.065
0.058 -0.008 0.046
0.131 -0.072 -0.011
0.125 -0.082 0.048
0.177 0.166 -0.036
-0.133 0.144 0.583
-0.315 -0.518 0.291
0.204 0.031 -0.130
0.129 0.155 0.201
-0.185 -0.348 -0.078
0.188 0.029 -0.154
-0.337 0.459 -0.263
0.024 -0.127 0.122
-0.072 0.028 0.081
-0.027 0.715 -0.134
-0.105 0.037 -0.129
-0.040 -0.277 -0.297
-0.239 -0.291 0.015
0.700 0.134 0.657
0.251 0.120 -0.619
0.159 -0.187 0.118
0.024 0.051 0.034
0.042 -0.051 0.024
0.180 -0.174 0.098
-0.604 -0.110 0.313
-0.065 0.122 0.066
-0.193 -0.262 -0.092
0.082 -0.216 -0.056
-0.169 0.106 0.066
0.070 0.060 -0.013
0.037 0.103 0.037
0.052 0.132 -0.038
-0.086 0.100 0.040
-0.143 -0.029 0.066
0.194 -0.134 -0.274
0.019 0.115 0.021
0.083 -0.096 0.022
0.019 0.030 -0.037
-0.006 -0.034 -0.030
0.003 -0.018 -0.058
0.102 -0.042 -0.035
0.104 0.007 -0.131
-0.059 -0.043 -0.176
-0.002 0.067 -0.031
0.031 0.043 0.040
0.009 -0.014 -0.048
-0.009 0.035 0.000
-0.057 0.022 -0.069
-0.080 0.016 -0.043
0.032 0.044 0.038
-0.043 -0.027 0.008
-0.177 -0.071 -0.056
-0.039 0.057 0.016
-0.073 0.078 0.089
0.019 -0.034 0.011
0.097 0.034 -0.051

Properties
HOMO energy   -8.06 eV
Charge   0
M   417.5 g mol⁻¹
Energy   -1676.0120 Eh
Kohn-Sham gap   8.684 eV
Strongest force on any atom   0.0189 Eh/bohr
SMILES string   Cc1ccc(NC(=O)CN(C)c2ccc(S(=O)(=O)N3CCN(C)CC3)cn2)cc1
Energy above the lowest of the compared OMol25 structures with the same formula, charge and spin   42.6 kcal per mole



2.
The following is a DFT calculation (ωB97M-V/def2-TZVPD) of the molecule C20H27N5OS.

Last column: Löwdin charge in e.
Element x y z (Å)
C  -5.93893  -1.70634  1.05867  -0.113
C  -5.16005  -1.54047  -0.24194  -0.260
C  -4.92882  -0.07870  -0.62231  -0.184
C  -3.94483  0.66151  0.28890  -0.157
N  -2.61883  0.06669  0.27333  -0.082
C  -2.19427  -0.62990  1.46192  -0.050
C  -1.84941  0.30716  -0.80851  -0.409
O  -2.25588  0.98759  -1.74414  0.049
C  -0.48662  -0.27378  -0.86777  -0.127
N  -0.17293  -1.52417  -0.44271  0.160
C  1.07522  -1.73221  -0.81070  -0.277
C  1.87754  -2.87097  -0.65180  -0.013
C  3.15658  -2.85075  -1.12759  -0.087
C  3.65736  -1.69286  -1.76064  -0.068
C  2.87155  -0.59439  -1.91332  -0.046
N  1.59601  -0.61208  -1.46127  0.052
C  0.59630  0.31674  -1.50379  -0.118
C  0.73555  1.68151  -2.09630  -0.109
N  0.86988  2.78331  -1.15485  -0.196
C  -0.37228  3.21526  -0.56067  -0.086
C  1.96856  2.66940  -0.21530  -0.134
C  1.82357  1.64510  0.88018  -0.362
C  0.94442  1.68152  1.91790  -0.360
S  1.12669  0.29725  2.92783  1.037
C  2.42417  -0.23310  1.87246  -0.628
C  3.17088  -1.47918  2.15539  -0.080
N  2.64455  0.55688  0.88807  0.092
H  -6.11239  -2.76054  1.26362  0.069
H  -5.40070  -1.28328  1.90359  0.056
H  -6.90417  -1.20891  0.98785  0.072
H  -4.19849  -2.05218  -0.17150  0.101
H  -5.72316  -2.01811  -1.04705  0.105
H  -5.87947  0.45875  -0.60582  0.114
H  -4.53226  -0.03134  -1.63714  0.105
H  -3.85952  1.69181  -0.07332  0.124
H  -4.29942  0.67767  1.32002  0.117
H  -1.28137  -1.18223  1.25864  0.055
H  -2.02207  0.07826  2.28048  0.082
H  -2.96294  -1.33737  1.77240  0.083
H  1.45162  -3.73144  -0.16270  0.117
H  3.79457  -3.71434  -1.02265  0.104
H  4.67095  -1.67616  -2.12666  0.104
H  3.21946  0.30875  -2.38939  0.121
H  -0.15565  1.88290  -2.69545  0.124
H  1.61054  1.70614  -2.75436  0.117
H  -0.81215  2.48155  0.12805  0.066
H  -1.09390  3.39974  -1.35413  0.090
H  -0.19352  4.14456  -0.01860  0.092
H  2.87404  2.42622  -0.77636  0.120
H  2.10027  3.65690  0.24129  0.125
H  0.22419  2.43229  2.16926  0.066
H  2.50146  -2.33740  2.11486  0.074
H  3.61003  -1.43712  3.15131  0.077
H  3.95714  -1.60314  1.41580  0.077

Atomic forces in eV per Å
0.143 -0.092 -0.202
-0.174 0.213 0.065
0.185 -0.152 0.070
-0.257 0.203 -0.418
-0.135 0.016 -0.015
0.268 -0.093 0.330
-0.143 -0.022 0.053
0.028 0.152 -0.162
0.924 -0.064 -0.453
-0.043 -0.382 0.018
-0.211 0.339 -0.055
0.521 -0.219 -0.140
-0.389 -0.180 0.199
-0.079 0.370 -0.153
0.792 -0.137 -0.273
-0.538 -0.643 0.167
-0.852 0.362 0.053
0.084 0.166 -0.100
0.109 0.092 -0.130
-0.058 -0.018 -0.077
-0.043 0.194 -0.002
-0.456 0.344 0.422
0.091 -0.204 0.204
0.473 0.152 -0.594
-0.624 -0.012 0.793
0.100 -0.208 0.120
0.661 -0.122 -0.387
-0.054 -0.069 0.109
0.020 0.040 0.149
-0.118 0.048 0.047
0.038 -0.079 -0.071
0.087 -0.059 -0.021
-0.060 0.046 -0.049
-0.063 0.096 0.002
-0.042 -0.078 0.149
0.074 0.007 0.019
-0.165 0.067 0.199
-0.050 -0.050 0.011
-0.041 -0.027 0.010
-0.051 -0.090 0.048
0.034 -0.100 0.026
0.063 0.090 -0.058
-0.029 0.036 0.027
0.165 -0.072 -0.021
-0.087 -0.032 -0.053
-0.064 0.058 0.028
-0.079 0.016 0.047
-0.030 0.048 0.081
0.038 0.057 0.070
0.076 -0.070 -0.067
-0.156 0.224 -0.028
0.043 -0.090 -0.007
0.064 -0.056 0.033
0.008 -0.017 -0.015

Properties
HOMO energy   -7.83 eV
Charge   0
M   385.5 g mol⁻¹
Energy   -1525.5389 Eh
Kohn-Sham gap   8.470 eV
Strongest force on any atom   0.0201 Eh/bohr
SMILES string   CCCCN(C)C(=O)c1nc2ccccn2c1CN(C)Cc1csc(C)n1
Energy above the lowest of the compared OMol25 structures with the same formula, charge and spin   16.8 kcal per mole